# 1
Here is C16H42ClIP3Rh as an isolated structure at a distorted geometry from the Open Molecules 2025 dataset. Energies are from the ωB97M-V functional and the def2-TZVPD basis.

Geometry as ORCA input:
```
! RIJCOSX wB97M-V def2-TZVPD def2/J DEFGRID3
* xyz 2 5
C -0.744 0.251 -3.611
I 3.549 0.316 -3.897
H -0.536 0.584 -4.607
H -1.227 1.013 -2.937
H -0.977 -0.814 -3.319
Rh 0.711 -0.831 0.173
P 0.757 2.153 -1.636
C 0.350 3.530 -0.460
C 2.284 3.013 -2.220
H 2.117 4.100 -2.256
H 0.002 4.022 -3.078
H 2.496 2.676 -3.245
H 0.072 2.440 -3.929
H 1.041 3.517 0.387
H 3.124 2.738 -1.577
C -0.203 2.962 -3.011
H 0.502 4.461 -1.003
H -1.268 2.829 -2.810
H -0.688 3.485 -0.141
P 0.578 -2.324 -1.590
C 0.118 -3.736 -0.515
C -0.392 -2.895 -3.083
H 2.413 -2.568 -3.181
H 2.072 -4.069 -2.266
H 2.984 -2.708 -1.506
C 2.172 -2.978 -2.196
H -0.087 -2.311 -3.954
H -0.148 -3.940 -3.268
H 0.086 -4.610 -1.155
H -0.862 -3.539 -0.084
H -1.457 -2.788 -2.890
H 0.888 -3.849 0.254
Cl 1.620 -0.618 -4.816
C 1.699 -1.705 1.998
C 0.244 -1.652 2.388
C -0.054 -1.760 3.917
P -0.715 -0.051 1.776
C -2.487 -0.030 1.199
C -3.321 -0.981 2.074
C -3.084 1.379 0.941
C -0.059 1.508 2.445
C -0.739 1.943 3.743
C 1.474 1.425 2.402
H 2.293 -0.981 2.484
H 1.974 -1.466 0.837
H 2.096 -2.704 1.939
H -0.243 -2.520 1.884
H 0.587 -1.067 4.484
H -1.100 -1.556 4.113
H 0.190 -2.790 4.248
H -2.338 -0.543 0.223
H -3.294 -0.630 3.107
H -4.359 -1.052 1.727
H -2.900 -1.999 2.017
H -2.464 1.930 0.236
H -4.079 1.275 0.491
H -3.147 1.938 1.869
H -0.339 2.217 1.641
H -0.354 1.357 4.583
H -0.535 3.009 3.959
H -1.821 1.798 3.649
H 1.723 0.971 1.430
H 1.937 2.410 2.411
H 1.871 0.815 3.209
*
```

Summary:
Gap between HOMO and LUMO (spin up / spin down)   7.18 / 6.06 eV
⟨S²⟩   6.02
LUMO level (spin up / spin down)   -6.35 / -8.58 eV

These are the Mulliken partial charges, in e, on atoms 1 to 4: -1.454 0.199 0.394 0.412


# 2
Here is a 7-piece molecular cluster, C16H42N4O14 overall at a distorted geometry from the Open Molecules 2025 dataset. Energies are from the ωB97M-V functional and the def2-TZVPD basis.

Geometry as ORCA input:
```
! RIJCOSX wB97M-V def2-TZVPD def2/J DEFGRID3
* xyz 1 2
C -28.084 25.728 16.289
N -27.783 26.348 17.572
O -28.490 27.301 17.939
O -26.921 25.780 18.296
H -29.132 25.439 16.208
H -27.528 24.793 16.225
H -27.952 26.359 15.410
C -18.423 31.775 16.152
N -19.163 30.520 16.549
O -18.844 29.418 16.019
O -20.060 30.713 17.356
H -18.020 32.238 17.052
H -19.144 32.412 15.640
H -17.673 31.440 15.435
C -22.880 31.897 18.659
N -23.113 30.851 19.643
O -24.132 30.271 19.560
O -22.289 30.609 20.420
H -21.930 32.393 18.861
H -23.745 32.558 18.606
H -22.943 31.386 17.698
C -21.791 31.270 13.723
N -21.394 30.172 12.777
O -20.231 30.032 12.553
O -22.228 29.509 12.355
H -20.990 31.982 13.923
H -21.969 30.776 14.678
H -22.538 31.817 13.148
C -21.610 26.719 10.575
O -20.996 25.753 11.401
C -21.237 25.905 12.816
C -20.784 24.806 13.713
O -21.604 23.595 13.702
C -21.921 22.999 12.413
H -21.649 26.393 9.536
H -21.001 27.623 10.609
H -22.625 26.937 10.908
H -22.311 26.011 12.973
H -20.727 26.818 13.121
H -20.865 25.253 14.704
H -19.743 24.526 13.553
H -22.403 22.063 12.695
H -21.044 22.978 11.765
H -22.671 23.454 11.766
C -20.002 27.835 20.272
O -19.653 27.508 21.686
C -20.721 27.704 22.569
C -20.234 27.938 24.059
O -19.225 29.028 24.021
C -18.623 29.385 25.281
H -20.280 28.879 20.129
H -20.753 27.203 19.797
H -19.112 27.704 19.657
H -21.381 26.837 22.553
H -21.372 28.526 22.271
H -19.731 27.020 24.363
H -21.069 28.162 24.722
H -19.370 29.970 25.818
H -17.753 30.041 25.259
H -18.237 28.624 25.960
C -22.071 28.018 17.079
O -22.964 28.335 16.072
C -24.087 27.428 15.971
C -25.314 28.084 15.312
O -26.357 28.453 16.216
C -26.060 29.643 16.965
H -22.301 28.484 18.038
H -21.050 28.322 16.848
H -22.185 26.954 17.283
H -24.374 26.981 16.923
H -23.906 26.583 15.307
H -25.812 27.481 14.553
H -25.080 29.007 14.781
H -25.070 29.439 17.373
H -26.743 29.541 17.808
H -26.213 30.541 16.367
*
```

Summary:
Gap between HOMO and LUMO (spin up / spin down)   8.01 / 2.12 eV
⟨S²⟩   0.76
LUMO level (spin up / spin down)   -3.09 / -8.97 eV

These are the Mulliken partial charges, in e, on atoms 1 to 4: -0.735 0.913 -0.515 -0.516


# 3
Here is C16H43FNO12S2 as an isolated structure at a distorted geometry from the Open Molecules 2025 dataset. Energies are from the ωB97M-V functional and the def2-TZVPD basis.

Geometry as ORCA input:
```
! RIJCOSX wB97M-V def2-TZVPD def2/J DEFGRID3
* xyz -1 1
C 1.846 -1.937 2.137
C 2.776 -1.484 1.032
O 2.990 -2.240 0.145
O 3.321 -0.265 0.949
C 3.572 0.422 2.180
C 2.993 1.848 2.056
C 1.504 1.911 2.474
C 0.530 1.398 1.391
C -0.513 2.442 0.944
C -1.346 2.998 2.103
S -2.508 1.807 2.792
O -1.787 0.696 3.388
O -3.221 2.543 3.810
N -3.463 1.313 1.581
S -4.957 0.884 2.088
O -5.798 2.045 2.167
O -4.980 0.058 3.258
C -5.574 -0.085 0.688
C -6.734 -1.027 1.051
F -7.492 -0.558 2.100
H 1.299 -2.809 1.782
H 1.192 -1.151 2.525
H 2.423 -2.289 3.005
H 4.659 0.560 2.274
H 3.249 -0.085 3.092
H 3.580 2.578 2.624
H 3.132 2.108 0.998
H 1.314 2.948 2.765
H 1.394 1.253 3.343
H 0.020 0.493 1.729
H 1.094 1.130 0.486
H -1.128 2.071 0.119
H 0.059 3.290 0.539
H -0.702 3.312 2.926
H -1.875 3.903 1.799
H -4.767 -0.681 0.254
H -5.937 0.610 -0.072
H -6.383 -2.037 1.280
H -7.412 -1.104 0.192
C 0.020 6.947 1.039
O 0.048 5.775 0.234
H -0.731 6.812 1.814
H 0.995 7.108 1.508
H -0.242 7.819 0.432
H 0.719 5.908 -0.448
C 1.454 3.843 -2.588
O 2.169 5.051 -2.318
H 1.343 3.296 -1.655
H 0.464 4.071 -2.989
H 2.008 3.228 -3.301
H 2.260 5.525 -3.151
C -0.700 -5.318 2.572
O 0.188 -4.660 1.672
H -1.306 -4.563 3.065
H -1.354 -6.004 2.027
H -0.134 -5.872 3.326
H 0.720 -5.338 1.241
C 1.781 -1.476 -3.150
O 3.073 -1.547 -2.573
H 1.850 -0.947 -4.100
H 1.396 -2.488 -3.326
H 1.104 -0.933 -2.483
H 2.989 -2.023 -1.732
C 2.204 -3.172 -6.299
O 0.820 -3.487 -6.409
H 2.732 -3.612 -7.143
H 2.337 -2.088 -6.316
H 2.604 -3.583 -5.369
H 0.378 -3.086 -5.652
C 0.673 -5.412 -3.239
O -0.525 -4.830 -2.735
H 0.820 -5.072 -4.262
H 1.523 -5.098 -2.626
H 0.590 -6.503 -3.232
H -0.643 -5.138 -1.830
*
```

Summary:
Gap between HOMO and LUMO   6.94 eV
LUMO level   1.98 eV

These are the Mulliken partial charges, in e, on atoms 1 to 4: -0.662 0.836 -0.688 -0.347